Below is a cluster of 2 separate species, C11H21BF2N2O5 in total, with properties calculated with ωB97M-V with the def2-TZVPD basis set.

Results
- Maximum force: 1.19 eV/Å
- HOMO level: -8.159 eV
- Orbital gap: 6.38 eV

The geometry in ORCA input format:
```
! wB97M-V def2-TZVPD RIJCOSX def2/J DEFGRID3
* xyz 0 1
F 9.0869 -1.2734 -0.8065
F 7.7006 -3.0829 -0.8934
O 6.8221 -0.9483 -1.4048
O 7.3873 -1.4884 0.8265
O 5.0626 0.3616 -0.9344
O -5.0160 0.5331 1.7889
O 5.7483 -0.3027 1.8122
N 2.7934 1.9173 -0.0015
N -4.3661 0.4256 -0.9659
C 1.3820 -0.0974 -0.2658
C 5.9845 -0.3468 -0.6024
C 6.3433 -0.6919 0.8388
C -1.0405 -0.3772 -0.8043
C -5.3624 1.4288 -0.4868
C -0.0049 -0.4544 0.3088
C -3.3596 0.0777 0.0927
C 2.2957 0.7023 0.6708
C -4.1694 -0.4530 1.2504
C -5.9448 1.0348 0.8724
C -2.3931 -0.9803 -0.4372
B 7.8030 -1.7363 -0.5890
H 1.7838 1.0012 1.5789
H -0.2513 0.2333 1.1108
H 1.2186 0.5346 -1.1296
H -2.8335 -1.3835 -1.3516
H -2.8374 0.9748 0.3871
H -6.7853 0.3548 0.7081
H 3.7633 1.7671 -0.2460
H -2.3141 -1.8066 0.2570
H -6.1749 1.4216 -1.2027
H -6.3510 1.9360 1.3088
H 2.7079 2.7222 0.6024
H 3.1513 0.0811 0.9022
H -4.9500 2.4259 -0.5071
H -1.1278 0.6727 -1.0745
H -3.4699 -0.7449 2.0186
H -0.6241 -0.8999 -1.6550
H 1.8514 -1.0067 -0.6246
H 0.0297 -1.4647 0.7033
H -4.7498 -1.3254 0.9290
H -4.8745 -0.4443 -1.1444
H -3.9152 0.7023 -1.8403
*
```

Below is a structure of composition C26H31FeN2O5PS, with properties calculated with ωB97M-V with the def2-TZVPD basis set.

Results
- Maximum force: 1.07 eV/Å
- Energy above the lowest of the compared OMol25 structures with the same formula, charge and spin: 2.6158 eV
- HOMO level (alpha / beta): -6.585 / -6.684 eV
- ⟨S²⟩: 6.01
- Orbital gap (alpha / beta): 6.73 / 6.82 eV

The geometry in ORCA input format:
```
! wB97M-V def2-TZVPD RIJCOSX def2/J DEFGRID3
* xyz 0 5
Fe 0.2869 1.4025 0.8729
S -2.1866 -2.0093 1.3573
P 0.8083 -0.7388 -0.5968
O -0.4850 5.0114 2.5029
O -0.5114 2.0808 -1.1610
O 0.4160 3.1996 1.5607
O -0.8671 0.6749 2.7247
O -1.9726 0.8977 -2.4096
N 1.7342 0.2028 2.0645
N -2.1501 2.3418 0.8498
C -0.5465 4.0365 1.7783
C 2.0972 -1.5603 0.3979
C -3.1735 -1.6262 -0.1003
C 3.9578 -2.7922 2.0848
C 1.4813 2.8084 -2.5166
C 2.7722 -2.7094 -0.0060
C 1.6093 0.7896 -1.1155
C 0.8127 1.5999 -2.0463
C -0.1193 -2.9370 -2.0139
C -3.4961 -2.5972 2.4477
C -1.7104 1.5920 -1.4566
C 3.6930 -3.3226 0.8305
C -1.8351 3.7650 1.0017
C -2.8747 1.7947 1.9895
C 0.4399 -3.4617 -4.2903
C 1.2411 -2.3315 -4.3539
C 2.3919 -1.0249 1.6513
C -2.7543 2.0309 -0.4384
C 1.3679 -1.5037 -3.2459
C -0.2351 -3.7700 -3.1153
C 2.8654 1.2671 -0.6494
C 3.3885 2.4653 -1.0410
C 3.3101 -1.6361 2.4918
C 2.6617 3.2241 -1.9996
C -1.9277 1.5424 3.1466
C 0.6861 -1.8010 -2.0716
H -3.2957 0.8311 1.6899
H 3.5216 -1.1997 3.4609
H 1.3055 0.0849 2.9767
H 0.2858 1.0503 -2.8227
H -4.0257 -1.0027 0.1721
H 2.5704 -3.1311 -0.9822
H -0.8546 -4.6559 -3.0607
H -3.2861 2.8914 -0.8611
H 0.9810 3.3889 -3.2817
H -2.6563 4.3102 1.4800
H -3.5325 -2.5419 -0.5676
H 4.3418 2.8079 -0.6674
H 0.3387 -4.1028 -5.1564
H -1.4463 2.4563 3.4898
H 3.0888 4.1503 -2.3676
H 1.7704 -2.0919 -5.2671
H 2.0080 -0.6300 -3.2842
H -3.9085 -3.5404 2.0928
H -1.6743 4.1864 0.0087
H -2.5476 -1.0864 -0.8085
H 3.4433 0.6354 0.0176
H -2.4613 1.1018 3.9919
H 4.6723 -3.2697 2.7419
H -4.2929 -1.8575 2.5245
H -0.6447 -3.1774 -1.0957
H -3.4814 1.2246 -0.3506
H -3.0623 -2.7535 3.4336
H -3.7040 2.4388 2.3163
H 4.2079 -4.2146 0.4990
H -1.2624 -0.1544 2.3881
H 2.4251 0.9460 2.1651
*
```

Below is the molecule C3H3N3, with properties calculated with ωB97M-V with the def2-TZVPD basis set.

Results
- Maximum force: 1.30 eV/Å
- Energy above the lowest of the compared OMol25 structures with the same formula, charge and spin: 2.0182 eV
- HOMO level: -8.831 eV
- Orbital gap: 9.24 eV

The geometry in ORCA input format:
```
! wB97M-V def2-TZVPD RIJCOSX def2/J DEFGRID3
* xyz 0 1
N -0.3185 1.4499 0.5820
N 1.9402 -1.1001 1.1810
N 0.0680 2.2170 1.3305
C -0.7578 0.5746 -0.2601
C -0.0199 -0.7168 -0.5161
C 1.0802 -0.9384 0.4261
H -0.7090 -1.5639 -0.4260
H -1.6698 0.8264 -0.7818
H 0.3866 -0.7488 -1.5356
*
```

Below is the molecule C5H6O, with properties calculated with ωB97M-V with the def2-TZVPD basis set.

Results
- Maximum force: 1.98 eV/Å
- Energy above the lowest of the compared OMol25 structures with the same formula, charge and spin: 2.5761 eV
- HOMO level: -9.894 eV
- SMILES: C#CCCC=O
- Orbital gap: 10.72 eV

The geometry in ORCA input format:
```
! wB97M-V def2-TZVPD RIJCOSX def2/J DEFGRID3
* xyz 0 1
O -2.5709 -0.0077 -0.8054
C 2.8054 -0.0002 -0.1478
C 0.2610 0.2100 -0.6734
C 1.6644 0.3417 -0.3577
C -0.6075 -0.1008 0.5750
C -2.0806 -0.2365 0.2739
H -0.2688 -0.9938 1.1135
H -0.2334 0.9581 -1.2947
H 3.7471 0.2309 0.2687
H -0.5364 0.7029 1.3392
H -2.7231 -0.5509 1.1283
H 0.5429 -0.5538 -1.4195
*
```

Below is the ion C4H6O4P2 with charge -2, with properties calculated with ωB97M-V with the def2-TZVPD basis set.

Results
- Maximum force: 4.65 eV/Å
- Energy above the lowest of the compared OMol25 structures with the same formula, charge and spin: 1.0865 eV
- HOMO level: 0.498 eV
- Orbital gap: 6.15 eV

The geometry in ORCA input format:
```
! wB97M-V def2-TZVPD RIJCOSX def2/J DEFGRID3
* xyz -2 1
P -4.2226 0.0874 -0.0587
P -2.3039 -0.9168 -0.2875
O 1.6923 -0.9774 0.8823
O -4.3139 1.3254 0.7581
O -3.4840 -1.1473 0.9339
O -5.4206 -0.3025 -0.8250
C 0.1381 0.5679 -0.2024
C 0.7329 -1.9270 0.0690
C -1.0275 0.2017 0.6120
C 1.0625 -0.5832 -0.3216
H -1.6384 1.1301 1.0207
H 1.5167 -2.5662 -0.5193
H 0.7088 1.5166 -0.0181
H -0.3292 0.6195 -1.2137
H -0.7988 -0.4574 1.5073
H 1.8973 -0.4053 -1.0618
*
```

Below is a cluster of 9 separate species, C29H52BClO28 in total, with properties calculated with ωB97M-V with the def2-TZVPD basis set.

Results
- Maximum force: 1.12 eV/Å
- HOMO level: -10.751 eV
- SMILES: CB(O)C1=C(Cl)C(=O)OC1=O.COC(=O)OC.COC(=O)OC.COC(=O)OC.COC(=O)OC.COC(=O)OC.COC(=O)OC.COC(=O)OC.COC(=O)OC
- Orbital gap: 9.75 eV

The geometry in ORCA input format:
```
! wB97M-V def2-TZVPD RIJCOSX def2/J DEFGRID3
* xyz 0 1
Cl 3.8739 3.5774 3.1766
O 5.7021 4.9883 9.9208
O 3.5294 -5.9152 -3.0843
O -7.0986 0.9221 -13.2257
O 4.6635 2.9999 6.3346
O 4.7950 0.8011 5.7548
O 5.8470 6.5956 11.3532
O 1.7347 -5.1359 -1.9571
O 4.1240 10.6391 9.2582
O 3.6766 -12.1376 2.0949
O 3.2801 -0.8724 5.4283
O 3.1649 -6.6532 -1.0892
O 5.5884 9.5217 7.9517
O -7.9765 -2.2450 -2.2773
O -5.1154 0.4834 -12.2378
O -2.9210 0.0146 0.1694
O -3.4497 -0.8056 -1.8638
O 3.8342 5.6264 11.0203
O -2.4132 2.0989 -4.8300
O 3.3400 -0.3632 1.6794
O -1.5011 -1.2733 -0.8235
O 4.5930 11.2570 7.1373
O -1.9055 0.4392 -6.2747
O -6.5242 1.7526 -11.2052
O 4.0436 -11.4042 0.0978
O -7.1027 -1.2983 -4.1326
O -3.0572 2.2851 -6.8824
O 2.2787 -10.5823 1.2423
O -8.8607 -2.5353 -4.3346
C 5.0108 5.7203 10.7884
C -3.1364 1.7614 -8.2116
C 3.7771 0.1306 5.0354
C 5.8045 8.6145 9.0375
C -9.8647 -3.3630 -3.7441
C 3.4307 0.9782 3.8570
C -4.7660 -0.3178 -13.3703
C -7.7943 2.4093 -11.1504
C -7.9751 -2.0435 -3.4646
C -1.1262 -2.0936 -1.9392
C 2.7132 -5.8324 -2.0353
C 3.6693 -10.5689 -1.0010
C 4.5338 2.1383 5.5275
C -2.4089 1.5029 -6.0228
C -1.7553 1.3494 -3.8051
C 4.9257 4.0045 9.2200
C -4.1888 0.6806 0.1880
C -6.0805 -0.7106 -3.3126
C 4.7111 10.4861 8.2186
C 3.9180 2.1922 4.1520
C 2.3732 -6.6704 0.1037
C -6.3235 1.0411 -12.3140
C 3.1611 -5.0795 -4.1859
C 3.2377 -11.3053 1.1526
C 1.1343 0.7020 2.4375
C 3.6738 12.3416 7.2880
C 5.2308 7.4662 12.3081
C -2.6943 -0.7008 -0.9295
C 2.8984 -12.1323 3.2950
B 2.6552 0.4033 2.6002
H -7.8969 3.1147 -11.9724
H 3.9082 -5.2529 -4.9542
H 2.1758 -5.3502 -4.5598
H -5.4469 -0.1345 -3.9798
H -4.7533 0.2841 -14.2767
H 1.3608 -7.0049 -0.1123
H 2.3484 -5.6854 0.5656
H 2.9046 -11.1446 3.7518
H 0.5804 0.3809 3.3301
H 4.8780 8.1060 9.2980
H -4.2638 1.3846 -0.6389
H 3.3707 -12.8492 3.9594
H 2.6721 11.9697 7.4945
H -1.0762 -1.5046 -2.8527
H 3.1698 -4.0319 -3.8917
H -0.1425 -2.4907 -1.7079
H 4.4537 8.0664 11.8377
H -0.7051 1.2001 -4.0526
H 1.8743 -12.4370 3.0893
H -1.8340 1.9420 -2.8974
H -10.5038 -3.6858 -4.5605
H 4.1434 4.4821 8.6360
H -10.4485 -2.8006 -3.0178
H 6.5343 7.8880 8.6948
H 4.4883 3.2988 9.9243
H 3.6828 -9.5210 -0.7075
H -5.4916 -1.4765 -2.8237
H 4.4060 -10.7334 -1.7813
H -8.6032 1.6824 -11.1825
H -3.6853 2.4905 -8.7997
H -1.8292 -2.9142 -2.0637
H -2.2484 0.3919 -3.6580
H -2.1417 1.6308 -8.6333
H -5.0014 -0.0415 0.1348
H 6.1952 9.1436 9.9043
H -3.7704 -0.7008 -13.1680
H 0.9366 1.7748 2.3232
H -3.6717 0.8144 -8.2190
H -6.5293 -0.0509 -2.5717
H 3.6825 12.8736 6.3415
H -4.2308 1.2149 1.1319
H 0.7151 0.1766 1.5759
H 5.6112 3.4912 8.5591
H -9.4147 -4.2290 -3.2624
H -7.8139 2.9404 -10.2036
H 6.0225 8.1129 12.6752
H 4.8101 6.8938 13.1322
H 3.5149 -1.2578 2.0063
H -5.4637 -1.1448 -13.4847
H 2.6830 -10.8401 -1.3726
H 2.8456 -7.3791 0.7774
H 3.9921 13.0061 8.0888
*
```

Below is a structure of composition C8H10MnN2OS4, with properties calculated with ωB97M-V with the def2-TZVPD basis set.

Results
- Maximum force: 0.66 eV/Å
- Energy above the lowest of the compared OMol25 structures with the same formula, charge and spin: 0.0000 eV
- HOMO level (alpha / beta): -6.267 / -6.401 eV
- ⟨S²⟩: 8.76
- Orbital gap (alpha / beta): 5.86 / 5.89 eV

The geometry in ORCA input format:
```
! wB97M-V def2-TZVPD RIJCOSX def2/J DEFGRID3
* xyz 0 6
Mn -0.8392 0.5968 -1.7002
S 0.1192 0.8269 -3.8067
S -1.2532 -0.1790 -4.9782
S -2.9623 -0.3014 -2.1179
S -3.1353 0.1157 -4.1294
O -0.9620 2.1187 -0.2473
N 0.4120 1.5650 1.4551
N 0.3051 -0.8364 -0.4591
C 1.2845 -0.4739 0.3788
C 0.8387 -3.1262 -0.0756
C -1.7998 2.4254 1.9606
C 0.0807 -2.1327 -0.6736
C -0.7526 2.0255 0.9685
C 2.0768 -1.4060 1.0218
C 1.4569 1.0092 0.5989
C 1.8570 -2.7565 0.7826
H 0.6241 -4.1645 -0.2840
H 1.4021 1.5244 -0.3578
H 0.4539 1.3587 2.4402
H 2.4752 -3.5045 1.2616
H -2.3809 3.2461 1.5492
H 2.8601 -1.0772 1.6923
H -0.7362 -2.3633 -1.3492
H -1.3750 2.7079 2.9223
H 2.4247 1.2231 1.0463
H -2.4744 1.5782 2.1008
*
```

Below is a cluster of 3 separate species, C11H23O7 in total, with properties calculated with ωB97M-V with the def2-TZVPD basis set.

Results
- Maximum force: 0.39 eV/Å
- HOMO level: -1.343 eV
- Orbital gap: 4.22 eV

The geometry in ORCA input format:
```
! wB97M-V def2-TZVPD RIJCOSX def2/J DEFGRID3
* xyz -1 1
O 0.3277 1.6793 3.2203
O 1.6533 0.0188 -2.2697
O 1.4965 1.0070 1.5426
O 2.3672 0.7959 3.6178
O 0.1731 -4.2955 -0.3704
O -0.1269 -2.3652 0.5401
O -1.2845 -4.1314 1.3432
C 0.3355 0.5268 -1.7739
C -0.1583 1.6113 -2.7178
C -0.1710 -5.6733 -0.4629
C -2.1250 3.0715 -1.6782
C -0.4909 -3.6231 0.5821
C 2.6540 0.3734 0.9585
C 0.1797 1.8475 4.6279
C -0.7219 -1.4709 1.4757
C -1.2266 1.1123 -3.7045
C 1.4935 1.1249 2.8495
C -0.6266 2.9055 -1.9851
H -1.6438 1.8941 -4.3538
H 0.5793 1.0433 -0.8412
H 0.2308 0.8867 5.1385
H -2.4684 4.1015 -1.8048
H 0.0432 -6.1926 0.4707
H -1.2286 -5.7928 -0.6945
H -2.7366 2.4417 -2.3221
H 0.4415 -6.0664 -1.2693
H -0.3170 -0.5005 1.2111
H 3.5464 0.9530 1.1901
H 1.5115 -0.9206 -2.3384
H 0.9593 2.4971 5.0234
H -0.7674 0.3484 -4.3375
H -2.3513 2.7722 -0.6518
H -0.0876 2.9380 -1.0343
H -0.4401 -1.7539 2.4925
H -0.7993 2.2990 4.7593
H -1.8065 -1.4560 1.3903
H 2.4534 0.3399 -0.1093
H -0.2912 3.7792 -2.5541
H 2.7575 -0.6345 1.3569
H 0.7033 1.8923 -3.3526
H -2.0370 0.6160 -3.1644
*
```

Below is a cluster of 8 separate species, C24H56N8O8 in total, with properties calculated with ωB97M-V with the def2-TZVPD basis set.

Results
- Maximum force: 4.41 eV/Å
- Energy above the lowest of the compared OMol25 structures with the same formula, charge and spin: 1.9644 eV
- HOMO level: -8.623 eV
- SMILES: CNC(C)=O.CNC(C)=O.CNC(C)=O.CNC(C)=O.CNC(C)=O.CNC(C)=O.CNC(C)=O.CNC(C)=O
- Orbital gap: 8.89 eV

The geometry in ORCA input format:
```
! wB97M-V def2-TZVPD RIJCOSX def2/J DEFGRID3
* xyz 0 1
O 12.5772 12.5625 15.5800
O 9.3729 12.0750 11.8278
O 15.2435 16.1318 12.1119
O 10.7693 12.5993 8.4022
O 12.3196 16.4110 20.1991
O 17.3502 11.8220 15.4500
O 8.7930 15.8147 17.1979
O 13.1472 9.4593 10.4977
N 15.8901 17.1553 13.9964
N 11.7313 15.1382 18.4188
N 7.8174 17.6716 16.4043
N 11.7378 13.3023 10.2964
N 15.2302 12.0149 14.7203
N 10.8732 13.2997 14.2398
N 12.3619 7.6579 9.2833
N 8.4542 11.6332 9.8540
C 13.6247 7.1201 8.8202
C 11.4686 15.7782 19.5499
C 7.1269 11.3480 11.8513
C 15.1667 16.2176 13.3736
C 10.0663 15.6824 20.1142
C 10.7631 14.5775 14.7833
C 9.0606 18.3656 15.9387
C 16.1469 11.9749 15.7147
C 12.6875 14.1135 11.0338
C 11.7011 11.0642 13.8681
C 6.3954 15.9880 17.4703
C 10.7953 9.1355 10.4802
C 15.5573 11.9305 13.2875
C 11.7801 12.3832 14.6469
C 12.7277 13.8602 8.0714
C 7.7675 16.4850 17.0267
C 12.2335 8.7321 10.0809
C 13.1013 15.1485 17.8985
C 14.2945 15.2996 14.1898
C 8.4015 11.7448 11.1533
C 7.3738 11.2892 8.8471
C 16.6683 18.2866 13.4904
C 15.6899 11.9796 17.1401
C 11.6537 13.2167 8.9767
H 14.8114 14.8132 15.0170
H 9.6117 14.6993 19.9918
H 7.0060 18.2594 16.5317
H 7.1766 11.7076 12.8791
H 7.6824 10.8109 7.9174
H 6.9663 10.2702 11.8295
H 14.3332 7.9024 8.5481
H 9.7399 14.9076 14.6037
H 16.1573 11.1928 17.7323
H 5.9471 15.2819 16.7713
H 10.9556 14.5357 15.8553
H 12.3135 10.3052 14.3549
H 9.7180 17.7394 15.3355
H 17.3241 18.1210 12.6356
H 13.6925 13.3531 8.0895
H 9.6587 18.6791 16.7943
H 11.4585 15.2656 14.3027
H 15.8933 18.9270 13.0694
H 12.6960 13.7879 12.0740
H 13.9421 14.4437 13.6142
H 13.4981 15.9291 14.5868
H 13.4407 14.1174 17.9975
H 10.3296 13.1382 13.4040
H 10.6814 10.7020 13.7377
H 10.3000 9.6214 9.6396
H 10.9933 14.6948 17.8907
H 10.7283 9.7755 11.3600
H 13.2937 6.5901 7.9271
H 6.1983 11.7640 11.4604
H 14.2797 12.2271 14.9882
H 16.5941 11.6097 13.1869
H 11.6338 7.2976 8.6832
H 6.5185 15.5373 18.4551
H 13.0672 15.4338 16.8471
H 14.6103 11.9205 17.2787
H 5.7834 16.8339 17.7831
H 15.7833 17.1606 15.0008
H 10.1818 8.2650 10.7124
H 9.3860 16.3714 19.6135
H 12.3569 15.1493 10.9566
H 16.0171 12.8577 17.6968
H 6.9369 12.2153 8.4735
H 12.1657 11.2383 12.8976
H 9.3106 11.9562 9.4269
H 12.3534 13.8374 7.0480
H 10.1118 16.0370 21.1439
H 10.9621 12.9114 10.8118
H 13.7597 15.7783 18.4968
H 15.5073 12.9418 12.8837
H 13.7468 13.9411 10.8435
H 6.5589 10.6883 9.2507
H 8.8573 19.2356 15.3142
H 14.8547 11.2971 12.7460
H 12.8880 14.8937 8.3784
H 14.0177 6.4119 9.5496
H 17.2854 18.8435 14.1955
*
```